[1]
16
Properties=species:S:1:pos:R:3:lowdin_charge:R:1 method="wB97M-V/def2-TZVPD" smiles="C=CC.C=CO" lumo_energy_ev=0.99 spin_multiplicity=1 e_above_lowest_kcal_mol=65.0 max_force_ev_per_a=2.1 gap_ev=10.02
C 2.933 -0.377 -1.058 -0.022
C 1.829 -0.919 -0.533 -0.239
C 1.789 -1.533 0.832 -0.130
H 2.990 -0.096 -2.100 0.044
H 3.866 -0.322 -0.489 0.059
H 1.058 -1.196 -1.243 0.085
H 1.525 -0.936 1.709 0.065
H 2.773 -1.847 1.191 0.069
H 1.108 -2.390 0.876 0.070
C -1.886 1.910 -0.510 -0.016
C -1.910 1.146 0.573 -0.244
O -2.656 -0.045 0.621 -0.032
H -1.873 2.988 -0.396 0.052
H -2.192 1.607 -1.503 0.052
H -1.310 1.168 1.474 0.110
H -2.865 -0.104 -0.319 0.077

[2]
90
Properties=species:S:1:pos:R:3:lowdin_charge:R:1 method="wB97M-V/def2-TZVPD" lumo_energy_ev=1.26 spin_multiplicity=1 max_force_ev_per_a=2.7 total_charge=-1 gap_ev=6.64
O 4.749 1.634 -0.988 0.076
C 5.223 0.632 -1.440 -0.323
O 6.129 -0.074 -0.695 -0.047
C 5.729 -1.447 -0.481 -0.223
C 4.227 -1.651 -0.178 -0.107
C 3.299 -1.976 -1.393 -0.081
C 2.377 -0.813 -1.819 -0.188
F 2.509 -0.335 -3.092 0.059
C 1.445 -0.226 -1.051 -0.277
F 1.665 0.243 0.172 0.112
F 0.190 -0.064 -1.553 0.077
C 6.313 -2.299 -1.648 -0.672
O 6.984 -3.310 -1.448 -0.048
O 6.091 -1.881 -2.843 -0.102
H 4.986 0.287 -2.472 0.153
H 6.281 -1.772 0.429 0.151
H 3.831 -0.762 0.358 0.115
H 4.145 -2.493 0.544 0.124
H 2.603 -2.783 -1.072 0.118
H 3.797 -2.343 -2.311 0.121
C -2.064 -0.383 0.672 -1.526
Cl -1.222 -1.554 1.688 0.513
Cl -3.734 -0.897 0.401 0.490
Cl -2.016 1.224 1.406 0.523
H -1.559 -0.335 -0.286 -0.014
C 2.374 3.733 0.098 -1.519
Cl 1.618 3.448 1.672 0.486
Cl 1.143 4.058 -1.131 0.522
Cl 3.525 5.071 0.196 0.501
H 2.917 2.837 -0.191 -0.023
C -3.345 -2.848 5.090 -1.537
Cl -3.152 -1.250 4.364 0.497
Cl -2.128 -3.966 4.464 0.518
Cl -3.235 -2.735 6.850 0.516
H -4.325 -3.230 4.828 0.006
C -7.464 -2.379 1.212 -1.528
Cl -7.587 -1.042 2.360 0.510
Cl -6.695 -1.847 -0.285 0.486
Cl -6.571 -3.729 1.923 0.523
H -8.466 -2.720 0.978 0.014
C -5.281 -3.776 -3.916 -1.570
Cl -4.159 -2.767 -2.998 0.527
Cl -4.761 -5.465 -3.893 0.508
Cl -6.921 -3.621 -3.275 0.496
H -5.284 -3.435 -4.944 -0.061
C 8.871 -0.130 -3.030 -1.522
Cl 8.852 1.420 -3.886 0.499
Cl 10.034 -1.235 -3.774 0.495
Cl 9.246 0.108 -1.320 0.548
H 7.877 -0.579 -3.103 -0.014
C 9.477 -6.050 -2.769 -1.544
Cl 9.756 -4.337 -3.065 0.519
Cl 11.002 -6.956 -2.826 0.479
Cl 8.671 -6.294 -1.219 0.528
H 8.830 -6.429 -3.551 0.011
C -0.942 4.060 4.983 -1.514
Cl -0.808 5.642 4.209 0.537
Cl 0.249 2.941 4.322 0.502
Cl -0.748 4.204 6.736 0.503
H -1.932 3.665 4.781 0.017
C -6.031 -4.340 -7.920 -1.517
Cl -7.228 -5.081 -6.852 0.533
Cl -6.501 -2.689 -8.330 0.510
Cl -4.431 -4.364 -7.169 0.558
H -5.986 -4.920 -8.835 0.015
C 1.258 0.841 7.550 -1.563
Cl 0.900 0.637 9.270 0.509
Cl 2.991 0.683 7.254 0.529
Cl 0.352 -0.324 6.582 0.513
H 0.951 1.839 7.255 -0.043
C -8.985 -0.090 -10.843 -1.547
Cl -9.633 -1.661 -10.362 0.513
Cl -7.348 0.128 -10.215 0.509
Cl -9.005 0.080 -12.601 0.519
H -9.617 0.682 -10.419 0.012
C -10.860 1.737 3.094 -1.552
Cl -11.494 0.154 3.559 0.512
Cl -9.219 1.955 3.707 0.512
Cl -10.899 1.930 1.338 0.519
H -11.492 2.499 3.534 0.010
C 6.309 7.580 -0.658 -1.543
Cl 6.715 9.282 -0.915 0.508
Cl 7.773 6.600 -0.553 0.532
Cl 5.325 7.386 0.795 0.487
H 5.730 7.236 -1.508 0.014
C -0.334 6.293 10.499 -1.543
Cl -1.281 7.261 9.366 0.521
Cl -1.075 6.309 12.103 0.519
Cl -0.160 4.638 9.910 0.498
H 0.655 6.732 10.577 0.014

[3]
10
Properties=species:S:1:pos:R:3:lowdin_charge:R:1 method="wB97M-V/def2-TZVPD" lumo_energy_ev="-1.54 / -1.54" spin_multiplicity=1 e_above_lowest_kcal_mol=0.0 max_force_ev_per_a=4.5 gap_ev="5.82 / 5.82"
O 1.850 0.170 -0.198 -0.393
C 0.726 0.263 -0.834 -0.313
C -0.329 1.073 -0.503 -0.155
C -1.600 0.544 -0.150 -0.173
C -2.426 -0.083 0.504 0.083
H 0.471 -0.614 -1.455 0.114
H -0.110 2.108 -0.227 0.097
H -3.335 -0.327 1.027 0.016
Zn 2.851 -0.914 0.623 0.785
H 1.901 -2.220 1.213 -0.061

[4]
12
Properties=species:S:1:pos:R:3:lowdin_charge:R:1 method="wB97M-V/def2-TZVPD" lumo_energy_ev="-6.12 / -9.08" spin_multiplicity=3 max_force_ev_per_a=3.2 total_charge=+1 gap_ev="6.38 / 5.71"
O 2.523 -0.173 -1.267 0.053
C 1.744 0.418 -0.456 -0.641
O 0.578 -0.418 -0.341 -0.150
O 1.812 1.466 0.124 0.266
Ag 1.494 -1.837 -1.530 1.146
C -0.652 0.165 0.264 -0.330
C -1.651 0.592 -0.562 0.150
C -0.578 -0.436 1.509 0.131
H -1.461 0.725 -1.627 0.089
H -2.650 0.750 -0.158 0.098
H 0.342 -0.436 2.093 0.095
H -1.499 -0.816 1.950 0.093

[5]
12
Properties=species:S:1:pos:R:3:lowdin_charge:R:1 method="wB97M-V/def2-TZVPD" smiles="C#CCCC=O" lumo_energy_ev=0.96 spin_multiplicity=1 e_above_lowest_kcal_mol=48.4 max_force_ev_per_a=0.8 gap_ev=10.94
C -0.902 1.849 -0.815 0.114
C -1.221 0.761 -0.402 -0.145
C -1.024 -0.609 0.086 -0.203
C 0.329 -0.527 0.807 -0.171
C 1.454 -0.332 -0.188 -0.268
O 1.420 -0.737 -1.325 0.054
H -0.572 2.794 -1.176 0.030
H -0.933 -1.250 -0.797 0.115
H -1.821 -1.015 0.719 0.112
H 0.323 0.314 1.511 0.117
H 0.592 -1.428 1.374 0.122
H 2.354 0.181 0.206 0.122

[6]
95
Properties=species:S:1:pos:R:3:lowdin_charge:R:1 method="wB97M-V/def2-TZVPD" lumo_energy_ev=-3.92 spin_multiplicity=1 max_force_ev_per_a=1.8 total_charge=+1 gap_ev=5.44
C -3.709 0.721 3.185 0.228
C -3.302 0.444 2.095 -0.113
N -2.732 0.332 0.870 0.046
C -3.490 -0.454 -0.137 -0.042
C -4.977 -0.583 0.227 -0.156
O -5.615 -1.140 -0.910 -0.012
C -6.354 -0.215 -1.628 -0.475
O -7.269 0.374 -1.160 0.175
C -5.916 -0.001 -3.059 -0.143
C -6.647 -0.907 -4.047 -0.073
C -1.569 0.888 0.628 -0.328
N -0.921 0.755 -0.564 0.074
C 0.170 -0.241 -0.416 -0.372
P 1.468 0.090 -1.737 0.737
N 0.910 0.600 -3.118 -0.267
C 0.639 -0.382 1.067 -0.263
S 2.290 -1.083 1.307 0.577
C 2.271 -2.650 0.421 -0.114
O 2.430 -1.420 2.680 -0.320
O 3.345 -0.251 0.827 -0.294
C 0.367 0.890 1.952 -0.290
C 1.540 1.831 2.172 -0.661
Br 2.436 1.516 3.833 0.885
C 2.001 2.804 1.423 -0.726
C 3.192 3.634 1.775 -0.153
Br 1.161 3.269 -0.228 0.855
N -0.888 1.565 1.550 0.154
H -3.980 0.816 4.200 0.051
H -3.069 -1.454 -0.195 0.147
H -3.469 0.008 -1.117 0.124
H -5.425 0.371 0.494 0.135
H -5.106 -1.296 1.031 0.138
H -4.860 -0.276 -3.108 0.102
H -5.990 1.038 -3.352 0.123
H -6.580 -0.519 -5.057 0.078
H -7.705 -1.008 -3.825 0.085
H -6.240 -1.912 -4.084 0.080
H -1.536 0.570 -1.344 0.125
H -0.253 -1.213 -0.680 0.117
H 2.129 -1.147 -1.922 0.017
H 2.425 0.973 -1.212 -0.026
H -0.097 0.720 -3.079 -0.051
H -0.018 -1.140 1.497 0.134
H 1.548 -2.669 -0.387 0.042
H 3.285 -2.830 0.086 0.085
H 2.001 -3.446 1.104 0.075
H 0.174 0.475 2.938 0.108
H 4.041 2.998 1.993 0.076
H 3.465 4.264 0.937 0.063
H 2.930 4.300 2.592 0.091
H -1.448 1.887 2.330 0.153
C 4.133 1.563 -4.475 -0.101
C 4.486 0.353 -5.328 -0.279
N 4.138 0.520 -6.724 -0.199
C 4.187 -0.717 -7.483 -0.252
C 5.543 -1.413 -7.642 -0.086
C 4.701 1.688 -7.380 -0.247
C 6.226 1.847 -7.387 -0.082
H 3.083 1.832 -4.593 0.063
H 4.306 1.334 -3.420 0.059
H 4.746 2.432 -4.722 0.065
H 3.927 -0.502 -4.936 0.110
H 5.554 0.119 -5.189 0.101
H 3.763 -0.538 -8.475 0.112
H 3.499 -1.423 -7.005 0.107
H 6.189 -0.890 -8.346 0.056
H 5.393 -2.420 -8.038 0.070
H 6.070 -1.514 -6.693 0.065
H 4.271 2.579 -6.913 0.101
H 4.335 1.720 -8.410 0.115
H 6.667 1.660 -6.406 0.066
H 6.485 2.870 -7.668 0.073
H 6.703 1.188 -8.111 0.055
C -4.209 -1.309 7.900 -0.084
C -2.993 -1.878 7.184 -0.265
N -2.572 -1.079 6.046 -0.198
C -1.618 -1.755 5.185 -0.257
C -0.239 -2.109 5.755 -0.071
C -2.287 0.319 6.324 -0.271
C -1.224 0.644 7.378 -0.068
H -5.033 -1.145 7.203 0.079
H -4.549 -2.009 8.663 0.078
H -3.986 -0.366 8.401 0.067
H -3.260 -2.874 6.821 0.120
H -2.184 -2.019 7.915 0.107
H -1.478 -1.152 4.278 0.083
H -2.087 -2.682 4.839 0.111
H 0.391 -1.226 5.855 0.054
H 0.272 -2.787 5.067 0.072
H -0.296 -2.611 6.720 0.073
H -3.222 0.800 6.629 0.101
H -2.018 0.816 5.385 0.087
H -1.345 0.050 8.284 0.074
H -1.305 1.694 7.667 0.078
H -0.214 0.496 7.000 0.056

[7]
23
Properties=species:S:1:pos:R:3:lowdin_charge:R:1 method="wB97M-V/def2-TZVPD" smiles=CCNCCCS.O lumo_energy_ev=0.97 spin_multiplicity=1 e_above_lowest_kcal_mol=25.0 max_force_ev_per_a=2.8 gap_ev=9.62
C -0.052 -3.370 -0.724 -0.102
C -0.521 -2.058 -0.153 -0.316
N 0.554 -1.091 -0.179 -0.091
C 0.198 0.298 -0.025 -0.253
C -0.677 0.938 -1.091 -0.252
C -1.915 1.741 -0.593 -0.568
S -3.512 1.233 -1.246 0.692
H 0.860 -3.690 -0.208 0.074
H -0.731 -4.204 -0.606 0.069
H 0.324 -3.229 -1.740 0.072
H -0.854 -2.174 0.885 0.113
H -1.458 -1.731 -0.636 0.104
H 1.086 -1.184 -1.026 0.099
H 1.105 0.852 0.181 0.111
H -0.284 0.366 0.964 0.113
H -0.130 1.573 -1.749 0.087
H -0.963 0.143 -1.792 0.090
H -1.981 1.541 0.473 0.051
H -1.694 2.776 -0.827 0.069
H -3.695 2.140 -2.208 -0.161
O 4.652 2.908 3.751 -0.031
H 4.529 2.524 4.577 -0.010
H 5.158 3.699 3.974 0.041

[8]
81
Properties=species:S:1:pos:R:3:lowdin_charge:R:1 method="wB97M-V/def2-TZVPD" lumo_energy_ev=0.13 spin_multiplicity=1 e_above_lowest_kcal_mol=23.4 max_force_ev_per_a=2.1 gap_ev=9.70
C 12.729 14.486 -27.657 -0.055
C 11.562 15.248 -28.268 -0.449
C 11.696 16.729 -28.073 -0.207
O 11.820 17.028 -26.671 -0.202
C 12.018 18.414 -26.512 -0.100
N 11.549 14.869 -29.696 0.038
H 12.583 13.432 -27.894 0.084
H 12.835 14.681 -26.592 0.062
H 13.649 14.763 -28.174 0.084
H 10.596 14.999 -27.826 0.134
H 10.889 17.305 -28.532 0.127
H 12.590 16.992 -28.648 0.126
H 12.103 18.588 -25.438 0.085
H 11.105 18.962 -26.760 0.071
H 12.834 18.935 -27.014 0.099
H 12.288 15.373 -30.172 0.066
H 10.739 15.215 -30.196 0.068
C 10.620 19.825 -21.360 -0.044
C 9.717 18.656 -21.764 -0.353
C 9.601 18.463 -23.274 -0.201
O 8.410 17.771 -23.574 -0.161
C 8.162 17.733 -24.997 -0.081
N 10.237 17.403 -21.115 0.026
H 10.687 19.861 -20.272 0.078
H 10.256 20.814 -21.643 0.046
H 11.654 19.793 -21.705 0.080
H 8.704 18.679 -21.360 0.122
H 10.483 17.991 -23.714 0.126
H 9.593 19.471 -23.700 0.102
H 7.185 17.304 -25.230 0.077
H 8.846 17.123 -25.588 0.083
H 7.937 18.739 -25.359 0.076
H 10.098 16.666 -21.797 0.059
H 9.399 17.246 -20.567 0.050
C 8.157 24.347 -25.016 -0.076
C 8.650 22.966 -25.257 -0.472
C 9.706 22.987 -26.404 -0.177
O 10.053 21.672 -26.876 -0.182
C 9.079 20.976 -27.646 -0.120
N 9.258 22.397 -24.109 0.044
H 7.388 24.581 -25.756 0.082
H 8.877 25.166 -25.026 0.086
H 7.544 24.399 -24.115 0.080
H 7.823 22.305 -25.523 0.141
H 10.609 23.475 -26.034 0.124
H 9.439 23.687 -27.200 0.119
H 8.700 20.103 -27.110 0.061
H 9.525 20.503 -28.525 0.078
H 8.248 21.471 -28.153 0.093
H 10.092 22.913 -23.856 0.073
H 9.604 21.486 -24.386 0.053
O 11.764 17.798 -18.575 -0.066
H 11.150 17.697 -19.312 -0.029
H 11.304 18.362 -17.949 0.023
O 7.544 14.373 -24.159 -0.055
H 8.127 14.799 -24.792 0.012
H 7.860 14.682 -23.305 -0.009
O 12.083 22.718 -21.575 -0.046
H 11.131 22.603 -21.533 0.026
H 12.281 23.358 -20.888 0.067
O 10.633 14.772 -25.204 -0.043
H 11.155 15.523 -25.509 -0.001
H 11.263 14.210 -24.748 0.045
O 7.535 17.294 -19.086 -0.043
H 6.610 17.429 -19.308 0.046
H 7.805 18.117 -18.671 0.039
O 5.264 16.404 -23.530 -0.062
H 4.594 15.794 -23.845 0.034
H 6.069 15.880 -23.496 -0.011
O 7.016 20.928 -20.235 -0.054
H 7.417 21.799 -20.277 0.030
H 7.020 20.617 -21.143 0.029
O 13.019 17.002 -21.066 -0.071
H 12.093 17.250 -21.198 -0.037
H 13.089 16.119 -21.436 0.020
O 8.919 14.830 -21.591 -0.028
H 9.625 14.180 -21.610 0.066
H 8.461 14.665 -20.763 0.065
O 13.993 20.976 -20.971 -0.074
H 13.452 20.732 -20.219 0.022
H 13.395 21.458 -21.557 -0.020

[9]
89
Properties=species:S:1:pos:R:3:lowdin_charge:R:1 method="wB97M-V/def2-TZVPD" lumo_energy_ev="-5.50 / -6.79" spin_multiplicity=4 e_above_lowest_kcal_mol=53.5 max_force_ev_per_a=1.4 total_charge=+2 gap_ev="7.37 / 6.09"
Re 1.031 -0.084 0.582 1.478
O 5.542 -0.402 2.410 0.173
C 4.374 -0.037 1.927 -0.463
O 4.029 -0.177 0.776 0.037
C 3.482 0.604 2.935 -0.155
C 3.981 1.128 4.115 0.045
C 3.107 1.750 4.995 0.017
C 1.768 1.809 4.663 0.050
C 1.351 1.251 3.463 -0.160
N 2.182 0.668 2.601 0.090
C -0.105 1.262 3.084 -0.562
O -0.939 1.537 3.916 0.087
O -0.362 0.938 1.846 -0.259
H 6.094 -0.842 1.747 0.157
H 5.038 1.056 4.322 0.134
H 3.471 2.185 5.915 0.132
H 1.025 2.260 5.305 0.136
N 3.199 4.944 -4.040 0.194
C 2.139 4.110 -4.096 -0.497
O 1.436 3.961 -5.069 0.104
C 1.878 3.267 -2.869 -0.091
C 0.577 2.854 -2.603 0.039
C 0.342 1.942 -1.599 -0.082
N 1.332 1.399 -0.866 -0.101
C 2.585 1.835 -1.086 -0.083
C 2.893 2.756 -2.067 0.026
H 3.389 5.511 -4.851 0.130
H 3.699 5.156 -3.196 0.108
H -0.239 3.239 -3.199 0.137
H -0.660 1.607 -1.370 0.107
H 3.371 1.413 -0.479 0.093
H 3.926 3.034 -2.214 0.127
C 4.816 -3.876 -3.153 -0.063
C 3.419 -4.287 -3.614 -0.402
C 2.837 -3.301 -4.627 -0.069
C 2.493 -4.531 -2.415 -0.091
N 2.429 -3.420 -1.473 -0.062
C 1.979 -2.176 -1.631 -0.064
N 2.029 -1.581 -0.449 -0.168
N 2.527 -2.496 0.416 0.011
N 2.768 -3.584 -0.189 0.116
H 5.502 -3.868 -3.998 0.090
H 5.202 -4.581 -2.416 0.086
H 4.819 -2.874 -2.718 0.075
H 3.492 -5.262 -4.101 0.144
H 2.915 -2.268 -4.281 0.065
H 1.792 -3.528 -4.846 0.085
H 3.394 -3.371 -5.560 0.091
H 2.855 -5.377 -1.833 0.135
H 1.479 -4.748 -2.757 0.136
H 1.612 -1.748 -2.546 0.146
C -2.983 -0.649 3.169 -0.186
P -2.929 0.528 1.784 1.198
C -3.385 2.169 2.369 -0.368
C -4.074 2.314 3.571 -0.066
C -4.450 3.579 3.989 -0.048
C -4.128 4.697 3.233 -0.048
C -3.421 4.552 2.047 -0.059
C -3.040 3.292 1.620 -0.105
C -4.215 0.007 0.636 -0.337
C -4.800 0.953 -0.213 -0.069
C -5.822 0.568 -1.061 -0.051
C -6.231 -0.760 -1.107 -0.041
C -5.619 -1.709 -0.298 -0.052
C -4.605 -1.331 0.565 -0.092
H -4.019 -0.832 3.453 0.073
H -2.427 -0.220 3.997 0.048
H -2.527 -1.592 2.874 0.042
H -4.320 1.455 4.178 0.109
H -4.997 3.692 4.916 0.117
H -4.406 5.683 3.579 0.116
H -3.158 5.425 1.465 0.113
H -2.447 3.180 0.720 0.104
H -4.478 1.985 -0.168 0.097
H -6.317 1.303 -1.681 0.117
H -7.023 -1.053 -1.783 0.118
H -5.931 -2.744 -0.341 0.119
H -4.152 -2.074 1.207 0.101
F -3.015 -4.394 -1.114 0.088
C -2.231 -3.364 -0.782 -0.294
C -1.544 -3.404 0.420 -0.005
C -0.751 -2.318 0.757 -0.156
C -0.603 -1.219 -0.099 -0.332
C -1.327 -1.213 -1.291 -0.114
C -2.146 -2.278 -1.635 -0.002
H -1.638 -4.271 1.061 0.131
H -0.198 -2.344 1.699 0.105
H -1.238 -0.384 -1.983 0.088
H -2.705 -2.284 -2.561 0.131